1.
This record from OMol25 describes a cluster of 10 separate species, C15H50O15 in total. The level of theory is wB97M-V/def2-TZVPD.

Its HOMO-LUMO gap is 9.7 eV. The structure (SMILES) is OCCO.OCCO.OCCO.OCCO.OCCO.CO.CO.CO.CO.CO. The HOMO energy is -9.341 eV. As for the total charge: 0. The relative energy (zero: lowest compared OMol25 entry of this formula, charge and spin) comes out at 51.19 kcal/mol. The electronic energy is -47072.1287 eV.

Last column: Löwdin charge in e.
Element x y z (Å)
1 O 8.97716 12.55060 8.98278  -0.122
2 O 5.78930 12.38452 13.11644  -0.119
3 O 11.23734 8.44864 6.89234  -0.118
4 O 7.54578 6.72086 16.12662  -0.053
5 O 13.36510 11.69739 11.40660  -0.130
6 O 8.03022 13.86272 15.95356  -0.056
7 O 10.19565 9.05637 11.87628  -0.052
8 O 5.83600 5.42875 10.78744  -0.044
9 O 5.19857 8.04110 14.55614  -0.059
10 O 7.97088 7.66788 10.37266  -0.071
11 O 10.61076 13.09412 14.71696  -0.055
12 O 11.57370 11.16328 13.43726  -0.067
13 O 9.66876 9.66552 17.34883  -0.095
14 O 10.22834 12.73282 17.81079  -0.076
15 O 13.49154 6.46311 16.59184  -0.113
16 C 5.89526 11.16819 13.84376  -0.150
17 C 10.56460 10.22903 18.29638  -0.213
18 C 12.85384 6.82647 15.42356  -0.187
19 C 8.71452 11.73166 10.08302  -0.168
20 C 13.04972 11.92589 9.99786  -0.098
21 C 5.74930 6.84015 10.67840  -0.265
22 C 11.24402 9.85285 13.86890  -0.204
23 C 7.13376 8.05699 15.97218  -0.234
24 C 6.91522 7.58507 11.30786  -0.227
25 C 11.14600 11.64264 17.88160  -0.213
26 C 8.40800 14.17120 14.59916  -0.217
27 C 10.31494 8.97736 7.84332  -0.160
28 C 9.98861 9.23448 13.27686  -0.221
29 C 5.58868 8.29532 15.84208  -0.255
30 C 9.42526 13.22898 14.06098  -0.293
31 H 5.34684 9.31850 16.12966  0.103
32 H 10.61360 10.00389 8.05576  0.067
33 H 8.96844 12.25017 13.91482  0.098
34 H 6.53006 8.58107 11.52632  0.117
35 H 8.77806 15.19647 14.59832  0.123
36 H 12.41498 11.09706 9.68444  0.070
37 H 11.41608 9.25654 6.40558  0.066
38 H 8.17142 12.91154 8.60580  0.076
39 H 7.17542 7.11701 12.25724  0.123
40 H 7.69770 8.45569 15.12890  0.100
41 H 9.96750 12.82636 16.89166  0.031
42 H 9.66732 8.43034 13.93886  0.115
43 H 11.35750 9.50609 18.48814  0.109
44 H 12.06238 9.16289 13.66320  0.117
45 H 14.30858 11.81092 11.54284  0.082
46 H 4.76952 7.26037 10.90546  0.113
47 H 7.49944 8.65531 16.80669  0.090
48 H 8.24418 6.78634 10.10850  0.104
49 H 9.28750 8.88473 7.49134  0.080
50 H 9.43376 8.62144 11.48646  0.037
51 H 5.31958 11.15988 14.76930  0.078
52 H 11.86134 11.15006 12.52146  0.068
53 H 12.85948 6.50031 17.31343  0.076
54 H 9.99198 10.34391 19.21672  0.112
55 H 6.93982 10.96735 14.08182  0.058
56 H 12.24956 7.71129 15.62366  0.063
57 H 12.61596 12.89166 9.73858  0.078
58 H 5.04186 7.10721 14.39836  0.100
59 H 13.63744 7.04766 14.69890  0.087
60 H 13.98888 11.95001 9.44514  0.076
61 H 12.20194 6.02336 15.07986  0.081
62 H 9.82246 13.45806 13.07212  0.130
63 H 7.52370 6.44955 17.04722  0.088
64 H 11.11814 9.94332 14.94782  0.108
65 H 9.70441 11.38803 10.38324  0.061
66 H 8.82542 10.10945 17.46412  0.069
67 H 7.67822 14.67145 16.33257  0.086
68 H 10.39432 8.47924 8.80958  0.068
69 H 5.03686 5.06549 10.39882  0.087
70 H 11.05246 12.32645 14.34658  0.012
71 H 8.32696 12.22249 10.97576  0.074
72 H 7.57234 14.15508 13.89950  0.099
73 H 5.63704 7.20368 9.65696  0.116
74 H 5.05126 7.68957 16.57172  0.119
75 H 11.58268 11.64588 16.88290  0.103
76 H 8.14770 10.87615 9.71572  0.080
77 H 9.23674 10.01056 13.41994  0.096
78 H 5.57258 10.34742 13.20320  0.066
79 H 11.89466 11.89063 18.63398  0.110
80 H 5.56190 13.06712 13.75200  0.066

Atoms 1-3, force components in eV/Å:
0.23 1.17 -0.71
-0.25 0.04 0.20
-0.22 0.44 0.16



2.
This record from OMol25 describes a cluster of 11 separate species, C15H52N8O11 in total. The level of theory is wB97M-V/def2-TZVPD.

Its HOMO-LUMO gap is 9.0 eV. The structure (SMILES) is NC(N)=O.NC(N)=O.NC(N)=O.NC(N)=O.CCO.CCO.CCO.CCO.CO.CO.CO. The HOMO energy is -9.006 eV. As for the total charge: 0. The relative energy (zero: lowest compared OMol25 entry of this formula, charge and spin) comes out at 69.64 kcal/mol. The electronic energy is -50836.4281 eV.

Last column: Löwdin charge in e.
Element x y z (Å)
1 O 3.08379 -3.26535 0.07067  -0.035
2 O 0.87479 -1.35535 2.45567  -0.053
3 O -1.55621 3.66265 -0.37633  -0.135
4 O -3.22621 0.27865 -3.93533  -0.086
5 O 1.57679 2.24065 1.72267  -0.144
6 O -3.25521 0.05865 0.71567  -0.125
7 O 1.04079 0.45765 5.38967  -0.097
8 O 0.93779 0.98165 -1.79133  -0.150
9 O -2.86521 -2.82835 2.50267  -0.121
10 O 0.35879 3.06665 -4.20233  -0.083
11 O 4.59479 -1.47935 -1.68933  -0.134
12 N -1.77821 -1.99235 0.52767  0.156
13 N -0.78721 -3.46135 1.58067  0.101
14 N 1.03079 -4.36735 -0.22333  0.144
15 N 0.50079 -0.73035 -0.06933  0.130
16 N -0.54721 1.16365 0.06167  0.207
17 N 1.57079 -2.85835 -1.64533  0.142
18 N 0.03379 1.84665 -6.13933  0.153
19 N 1.06479 0.91465 -4.41733  0.139
20 C -1.96221 3.19065 -1.65533  -0.135
21 C 0.55779 1.98565 -4.94133  -0.693
22 C 2.42979 2.82665 0.73367  -0.132
23 C -3.20021 2.06565 1.89567  -0.099
24 C -3.59921 0.61665 1.96767  -0.266
25 C -0.69521 1.51765 4.19367  -0.059
26 C 0.30279 0.49165 -0.59033  -0.503
27 C -1.47021 -1.03435 -2.67133  -0.061
28 C -1.82921 -2.70235 1.59567  -0.658
29 C 3.59979 -0.44535 -1.56833  -0.163
30 C -0.31721 0.34365 5.13367  -0.336
31 C 3.14979 -0.83635 2.73567  -0.071
32 C 1.95779 -3.54335 -0.62733  -0.641
33 C -1.83521 -0.04935 -3.76933  -0.315
34 C 2.06679 -1.75735 3.02367  -0.339
35 H 1.42379 -4.96035 0.48267  0.141
36 H -1.19521 3.03265 -2.43833  0.075
37 H -0.40621 -1.19935 -2.64733  0.043
38 H -0.86621 -1.58735 0.19767  0.052
39 H -3.03221 0.17265 2.76267  0.099
40 H -2.52921 -1.32135 0.53567  0.039
41 H 1.03079 0.02965 -4.89133  0.099
42 H -1.76121 -0.54435 -1.76133  0.049
43 H 0.31579 -4.64035 -0.88733  0.145
44 H 0.07879 0.90865 -6.56433  0.118
45 H -2.23221 4.30765 -0.15933  0.094
46 H 2.34979 2.18065 -0.22933  0.080
47 H -0.56821 -4.13735 2.35067  0.151
48 H -2.18221 2.34865 1.65167  0.051
49 H 0.76479 1.99665 1.32267  -0.012
50 H -0.86921 0.31065 6.11767  0.117
51 H 1.04079 -1.45635 -0.67233  0.098
52 H 2.01879 3.76565 0.41967  0.056
53 H -0.48721 2.60865 -6.55533  0.118
54 H -4.02721 0.25265 0.10967  0.156
55 H -1.23821 0.85265 -3.57133  0.078
56 H 3.26679 -0.64035 1.69267  0.058
57 H 2.02679 -1.99035 4.06867  0.106
58 H 2.86479 -0.55735 -0.78233  0.040
59 H -4.65721 0.52565 2.20067  0.128
60 H -0.27221 2.53665 4.35667  0.099
61 H -0.01721 -3.51135 0.81467  0.088
62 H 0.92079 0.83765 -3.37933  0.043
63 H -1.22921 0.68365 0.64367  0.105
64 H -2.50821 2.27365 -1.64433  0.057
65 H -0.48821 -0.68335 4.78367  0.100
66 H 2.89079 0.19665 3.11567  0.098
67 H -3.87021 2.58665 1.29567  0.048
68 H 0.61979 -0.79335 0.93867  0.068
69 H 3.50579 2.96865 1.11167  0.105
70 H 2.34379 -2.32435 -2.14233  0.144
71 H -2.06021 -1.93935 -2.85833  0.093
72 H -0.88221 2.10765 -0.24133  0.088
73 H 4.09779 -1.14135 3.14967  0.086
74 H 4.14979 0.49265 -1.48933  0.091
75 H 0.28979 -2.02535 2.30367  -0.012
76 H 3.12279 -0.39635 -2.54233  0.062
77 H -2.71721 3.92765 -1.98133  0.099
78 H 5.19079 -1.09135 -2.34233  0.078
79 H -3.41121 0.83065 -4.73233  0.104
80 H -0.29321 1.26765 3.17567  0.056
81 H 1.29279 -0.13135 6.13767  0.108
82 H -1.78521 1.48165 4.10567  0.041
83 H -3.32221 2.58265 2.90767  0.107
84 H 2.34379 -2.72935 2.61767  0.105
85 H 0.64379 -2.94835 -2.10133  0.135
86 H -1.49421 -0.32035 -4.75033  0.090

Atoms 1-3, force components in eV/Å:
-5.48 -1.84 -3.32
1.10 4.11 0.60
0.39 0.02 -0.18



3.
This record from OMol25 describes a cluster of 11 separate species, C15H52O11 in total. The level of theory is wB97M-V/def2-TZVPD.

Its HOMO-LUMO gap is 9.9 eV. The structure (SMILES) is CCO.CCO.CCO.CCO.CO.CO.CO.CO.CO.CO.CO. The HOMO energy is -9.692 eV. As for the total charge: 0. The relative energy (zero: lowest compared OMol25 entry of this formula, charge and spin) comes out at 138.18 kcal/mol. The electronic energy is -38915.2295 eV.

Last column: Löwdin charge in e.
Element x y z (Å)
1 O -3.73799 0.52509 4.91640  -0.072
2 O 2.65699 -3.58904 2.96635  -0.137
3 O -3.51098 2.73300 -0.13099  -0.133
4 O 0.53772 1.36898 -0.75857  -0.104
5 O -2.76778 -3.33696 2.36923  -0.128
6 O 3.06952 2.02196 -0.73923  -0.110
7 O 4.84175 -0.30491 0.33178  -0.136
8 O -0.72914 0.57917 -2.99210  -0.130
9 O -2.87493 -4.01591 -0.39129  -0.092
10 O 2.11704 -1.02127 3.95899  -0.127
11 O 0.61149 4.34620 -2.44658  -0.064
12 C -3.23699 2.04385 3.10089  -0.067
13 C -2.78485 -3.03893 -1.40084  -0.325
14 C 2.96349 -0.08656 3.28334  -0.127
15 C -2.79752 -3.69228 -2.76559  -0.083
16 C 4.53256 -1.61937 0.03481  -0.157
17 C 1.58735 -3.77751 1.99777  -0.100
18 C -0.74095 -0.21177 0.55280  -0.050
19 C -2.92854 0.65952 3.77695  -0.340
20 C 1.09748 4.42259 -4.86748  -0.100
21 C 0.56924 0.59849 0.47200  -0.255
22 C -2.63999 3.17295 -1.15640  -0.153
23 C 3.89542 2.06295 -1.88736  -0.128
24 C 0.17166 0.13377 -3.95648  -0.177
25 C 0.04544 4.43061 -3.74937  -0.305
26 C -1.96849 -3.01859 3.52516  -0.111
27 H -3.54804 -4.48241 -2.78839  0.070
28 H -3.22576 -4.17991 2.40537  0.086
29 H -0.15466 -0.69778 -4.58110  0.075
30 H -2.13785 -2.02499 3.94010  0.059
31 H 3.65476 2.81763 -2.63612  0.080
32 H 3.40846 0.58360 4.01885  0.083
33 H 2.28128 -1.89249 3.59076  0.007
34 H -2.40893 2.32076 2.44842  0.056
35 H -0.83413 -0.83022 -0.33991  0.052
36 H -0.90834 -2.91240 3.29519  0.049
37 H -4.17639 1.91167 2.56408  0.066
38 H -2.09392 -3.77424 4.30063  0.089
39 H -1.89536 -4.24970 -3.01757  0.073
40 H -3.70055 -2.48488 -1.19438  0.114
41 H 3.93085 1.11078 -2.41671  0.081
42 H 1.74138 -4.69354 1.42745  0.080
43 H 5.42768 -0.33888 1.09148  0.088
44 H 0.65446 4.50209 -5.86021  0.069
45 H -3.25806 3.62254 -1.93354  0.081
46 H -2.61873 -3.56956 0.41910  0.028
47 H -3.24434 -0.08107 3.04218  0.091
48 H -1.59982 0.45796 0.59640  0.072
49 H 0.65115 1.16767 1.39798  0.105
50 H 1.10472 -0.23670 -3.53191  0.069
51 H -0.71653 3.68683 -3.98238  0.105
52 H -3.15913 -3.01486 -3.53917  0.073
53 H -0.30861 0.62771 -2.13048  0.007
54 H 0.46391 3.49767 -2.02252  0.051
55 H 1.42512 1.73437 -0.78346  0.021
56 H -4.21877 2.25996 -0.57470  0.074
57 H 1.80870 3.60232 -4.77038  0.056
58 H 4.58400 -2.16726 0.97569  0.082
59 H -0.53125 5.33938 -3.92162  0.103
60 H -1.93243 -2.37404 -1.26151  0.088
61 H 1.40710 -0.09842 0.49195  0.093
62 H 3.51919 1.35011 -0.22153  0.057
63 H 0.54059 0.97216 -4.54732  0.067
64 H 5.26175 -1.86867 -0.73605  0.085
65 H -3.37405 2.80890 3.86510  0.070
66 H 4.93305 2.27006 -1.62556  0.082
67 H 3.68402 -0.48867 2.57113  0.055
68 H -1.96918 3.87383 -0.65954  0.087
69 H 1.82713 5.22008 -5.00791  0.063
70 H 3.55975 -1.70713 -0.44897  0.081
71 H -0.84647 -0.83435 1.44125  0.066
72 H -4.48928 0.03888 4.56887  0.083
73 H 2.22462 0.46251 2.69965  0.051
74 H 3.06590 -4.40651 3.25983  0.091
75 H -1.87909 0.40504 3.92527  0.101
76 H 1.49321 -2.98395 1.25649  0.080
77 H -2.06074 2.37559 -1.62200  0.055
78 H 0.65880 -4.01366 2.51751  0.061

Atoms 1-3, force components in eV/Å:
-0.08 -0.63 0.43
-0.50 0.82 -0.92
-0.23 -0.55 0.17



Number 1: strongest force on any atom 0.0717 Eh/bohr. Number 2: strongest force on any atom 0.1664 Eh/bohr. Number 3: strongest force on any atom 0.0456 Eh/bohr.